# 1
{"formula": "C21H25Cl2N5O4SbTc", "method": "ωB97M-V/def2-TZVPD", "gap_ev": [7.31, 6.83], "spin_multiplicity": 2, "s2": 0.760, "total_charge": 3, "homo_ev": [-18.149, -18.149], "elements": ["Tc", "C", "C", "C", "C", "C", "C", "N", "Sb", "C", "C", "C", "C", "C", "C", "N", "C", "C", "C", "C", "C", "C", "N", "H", "H", "H", "H", "H", "H", "H", "H", "H", "H", "H", "H", "H", "H", "H", "H", "H", "H", "O", "N", "O", "O", "Cl", "C", "Cl", "H", "H", "C", "C", "N", "O", "H", "H", "H", "H", "H"], "positions_angstrom": [[-0.013560, -0.373131, 0.197434], [-0.870277, 0.054735, -2.883885], [-0.130003, 1.263567, -2.408418], [-0.050962, 2.408803, -3.193326], [0.703691, 3.484077, -2.776451], [1.416531, 3.382580, -1.581396], [1.313315, 2.235688, -0.820854], [0.509766, 1.210487, -1.216218], [2.699944, 2.010154, 0.833170], [1.207094, 1.445080, 2.267712], [1.338818, 2.042991, 3.502007], [0.447987, 1.725879, 4.522583], [-0.549136, 0.813938, 4.260332], [-0.666409, 0.219559, 3.010281], [-1.734050, -0.832939, 2.861937], [0.213421, 0.550330, 2.016264], [3.064417, 0.001329, 0.172794], [4.376965, -0.366159, -0.029682], [4.659122, -1.551337, -0.706493], [3.610069, -2.288535, -1.208929], [2.297215, -1.890168, -0.986174], [1.185695, -2.708006, -1.575256], [2.041469, -0.779086, -0.253578], [-1.408540, 0.267584, -3.805061], [-1.596743, -0.320212, -2.159730], [-0.169208, -0.747134, -3.113690], [-0.575486, 2.430335, -4.138786], [0.768428, 4.380050, -3.380425], [2.060787, 4.190625, -1.259252], [2.137977, 2.752050, 3.674925], [0.540731, 2.181005, 5.500261], [-1.255635, 0.531115, 5.028986], [-2.606109, -0.532788, 3.442330], [-1.382748, -1.767305, 3.307297], [-2.063793, -1.051316, 1.853666], [5.179510, 0.265646, 0.328233], [5.682561, -1.865777, -0.864397], [3.785138, -3.184066, -1.790567], [1.442925, -2.979985, -2.599547], [0.215503, -2.209301, -1.607617], [1.031045, -3.632435, -1.015602], [0.723644, -3.843376, 2.046663], [1.001781, -2.721312, 1.995587], [1.719204, -1.963109, 2.519920], [0.062752, -2.020645, 0.864436], [-2.128180, -3.169519, -3.679040], [-3.205650, -3.365906, -2.304799], [-2.409254, -2.862560, -0.776242], [-3.462147, -4.414554, -2.198357], [-4.086498, -2.750113, -2.444009], [-3.992221, 1.330644, 0.393067], [-2.528263, 1.534588, 0.240964], [-2.023918, 2.744809, 0.221127], [-1.788968, 0.505709, 0.094603], [-4.506818, 2.241374, 0.688905], [-4.178294, 0.539947, 1.118426], [-4.391275, 0.991530, -0.565676], [-2.626649, 3.551251, 0.309248], [-1.036711, 2.903312, 0.070302]], "atomic_forces_ev_per_a": [[0.6, 0.1, -0.2], [0.0, 0.0, 0.0], [0.0, 0.0, 0.1], [0.0, 0.0, -0.1], [0.0, 0.0, 0.0], [0.0, 0.0, -0.1], [0.0, -0.1, 0.0], [-0.1, 0.0, 0.1], [-0.1, -0.1, -0.1], [-0.1, 0.0, -0.1], [0.0, 0.0, 0.0], [0.0, 0.0, 0.0], [0.0, 0.0, 0.1], [0.1, 0.0, -0.1], [0.0, 0.1, 0.0], [-0.1, -0.1, 0.2], [0.0, 0.0, 0.0], [0.0, -0.1, 0.0], [0.0, 0.0, 0.0], [0.1, 0.0, 0.0], [0.0, 0.1, 0.1], [0.0, 0.0, 0.0], [-0.2, 0.0, -0.1], [0.0, 0.0, 0.0], [0.0, 0.0, 0.0], [0.0, 0.0, 0.0], [0.0, 0.0, 0.0], [0.0, 0.0, 0.0], [0.0, 0.0, 0.0], [0.0, 0.0, 0.0], [0.0, 0.0, 0.0], [0.0, 0.0, 0.0], [0.0, 0.0, 0.0], [0.0, 0.0, 0.0], [0.0, 0.0, 0.0], [0.0, 0.0, 0.0], [0.0, 0.0, 0.0], [0.0, 0.0, 0.0], [0.0, 0.0, 0.0], [0.0, 0.0, 0.0], [0.0, 0.0, 0.0], [0.1, 0.1, -0.1], [0.0, -0.2, 0.3], [0.1, 0.1, -0.1], [-0.2, 0.2, -0.1], [0.0, 0.0, 0.0], [0.0, -0.1, 0.0], [-0.1, 0.0, 0.0], [0.0, 0.0, 0.0], [0.0, 0.0, 0.0], [0.0, 0.0, 0.0], [0.0, 0.0, 0.0], [0.0, 0.0, 0.0], [-0.1, 0.0, 0.0], [0.0, 0.0, 0.0], [0.0, 0.0, 0.0], [0.0, 0.0, 0.0], [0.0, 0.0, 0.0], [0.0, 0.0, 0.0]], "lowdin_charge": [1.669, -0.034, -0.282, 0.028, 0.016, -0.087, -0.436, -0.085, 1.637, -0.426, -0.086, 0.027, 0.023, -0.264, -0.016, -0.076, -0.423, -0.075, 0.023, 0.028, -0.273, -0.033, -0.081, 0.107, 0.044, 0.074, 0.141, 0.141, 0.111, 0.108, 0.144, 0.144, 0.110, 0.110, 0.036, 0.112, 0.142, 0.145, 0.116, -0.008, 0.109, 0.277, -0.316, 0.206, -0.372, 0.578, -0.932, 0.532, 0.044, 0.038, 0.064, -0.452, 0.276, -0.209, 0.110, 0.108, 0.123, 0.157, 0.110]}

---

# 2
{"formula": "C21H25ClHfN2S", "method": "ωB97M-V/def2-TZVPD", "gap_ev": 5.60, "spin_multiplicity": 1, "total_charge": 2, "homo_ev": -13.600, "e_above_lowest_kcal_mol": 66.2, "elements": ["C", "C", "C", "C", "Cl", "H", "H", "H", "H", "H", "H", "H", "H", "H", "C", "C", "C", "H", "C", "C", "H", "H", "H", "H", "C", "C", "C", "H", "C", "C", "H", "H", "H", "H", "Hf", "N", "C", "N", "C", "C", "C", "C", "C", "C", "S", "H", "H", "H", "H", "H", "H"], "positions_angstrom": [[-2.198015, -4.044171, -0.578263], [-3.380480, -3.616943, 0.202176], [-2.309862, -4.044193, -2.056042], [-1.180038, -4.911377, 0.058966], [-0.801951, -1.694242, -0.183991], [-2.841862, -4.923570, -2.455465], [-1.361468, -4.084125, -2.598805], [-2.891290, -3.213836, -2.466585], [-4.140845, -4.398033, 0.328234], [-3.942514, -2.811633, -0.265600], [-3.156892, -3.316522, 1.219208], [-1.473348, -5.964180, 0.146809], [-0.948842, -4.641263, 1.081058], [-0.247961, -4.985924, -0.493091], [-1.009442, 2.291130, -1.236644], [-0.663762, 1.293433, -2.239010], [-1.383318, 0.106152, -1.892704], [-0.179311, 1.519020, -3.182087], [-2.185672, 0.391359, -0.730022], [-1.911642, 1.708511, -0.287071], [-2.333870, 2.166574, 0.594276], [-0.830485, 3.350646, -1.367924], [-1.447244, -0.810135, -2.453637], [-2.933183, -0.295563, -0.293994], [2.549389, -0.617106, 0.179834], [2.656088, 0.358434, -0.858410], [1.805877, -0.032514, -1.967666], [3.426135, 1.122824, -0.943632], [1.189577, -1.261909, -1.589382], [1.690864, -1.630328, -0.290720], [1.478947, -2.600637, 0.203326], [3.022114, -0.607119, 1.152957], [1.875328, 0.382150, -2.971989], [0.580971, -1.909554, -2.197226], [0.204279, 0.331206, -0.294787], [1.976843, 3.439317, -1.603208], [1.838487, 3.421085, -0.241002], [1.259033, 2.468741, 0.495301], [1.308201, 2.746818, 1.857573], [0.810340, 1.892682, 2.846085], [0.934917, 2.266998, 4.172102], [1.560521, 3.490834, 4.432989], [2.076901, 4.377141, 3.465661], [1.941070, 3.988779, 2.150564], [2.446787, 4.733711, 0.686265], [2.422093, 4.245342, -1.996189], [1.610067, 2.698775, -2.225708], [0.350482, 0.955765, 2.492385], [0.546330, 1.592083, 4.933230], [1.628994, 3.742504, 5.492543], [2.562660, 5.332867, 3.769315]], "atomic_forces_ev_per_a": [[-1.4, -2.3, -0.3], [0.0, 1.0, 0.2], [0.4, 0.9, -0.7], [0.8, 0.6, 0.1], [-3.6, -5.3, 3.5], [-0.1, -0.2, 0.7], [0.1, 0.0, 0.4], [0.0, 0.0, 0.4], [0.4, -0.6, -0.4], [0.2, 0.1, -0.3], [0.3, -0.1, 0.2], [-0.8, 0.0, -0.3], [-0.1, 0.3, 0.2], [0.0, 0.3, -0.3], [-0.5, -0.9, -1.2], [-2.1, 1.4, 0.6], [-1.7, 1.7, -1.0], [0.1, -0.2, 0.3], [-0.9, 0.8, -0.7], [0.3, -0.6, -1.2], [0.0, 0.2, -0.1], [0.6, -0.2, 0.5], [0.1, 0.2, -0.1], [0.9, 0.6, -0.2], [-0.5, 0.0, -0.9], [-0.1, -0.6, -1.2], [2.1, -0.7, 0.7], [-0.6, 0.2, 0.4], [2.6, -0.4, -0.7], [1.2, -0.6, -0.5], [0.2, 1.2, -0.3], [0.1, 0.1, -0.1], [-0.3, 0.0, 0.4], [0.2, 0.2, -0.2], [2.4, 3.6, 1.7], [-0.6, -0.9, 0.7], [-0.7, -1.1, 0.2], [0.0, -0.3, -1.1], [0.4, 0.7, -0.1], [0.2, 0.3, -1.1], [0.1, 0.0, -0.8], [0.1, 0.4, 1.0], [-0.1, 0.1, 1.1], [-0.7, -1.5, 0.2], [0.4, 0.7, -0.2], [0.1, 0.1, -0.4], [0.5, 0.9, 0.9], [0.0, 0.1, 0.5], [0.2, 0.5, 0.1], [0.2, 0.2, -0.4], [-0.5, -1.0, -0.3]], "lowdin_charge": [-0.267, -0.035, -0.021, -0.030, 0.531, 0.146, 0.106, 0.104, 0.143, 0.098, 0.103, 0.142, 0.102, 0.103, -0.136, -0.180, -0.302, 0.127, -0.241, -0.108, 0.128, 0.126, 0.099, 0.107, -0.104, -0.137, -0.186, 0.127, -0.323, -0.255, 0.110, 0.129, 0.131, 0.098, 1.274, 0.125, -0.667, -0.033, -0.303, -0.044, -0.059, -0.058, -0.050, -0.465, 1.172, 0.105, 0.097, 0.093, 0.121, 0.119, 0.139]}

---

# 3
{"formula": "C21H25ClN2O3", "method": "ωB97M-V/def2-TZVPD", "gap_ev": 9.20, "spin_multiplicity": 1, "homo_ev": -8.522, "e_above_lowest_kcal_mol": 33.5, "elements": ["C", "O", "C", "C", "C", "N", "H", "C", "C", "N", "C", "O", "C", "O", "C", "C", "C", "C", "C", "C", "H", "H", "Cl", "H", "H", "H", "C", "C", "C", "C", "C", "C", "C", "H", "H", "H", "H", "H", "H", "H", "H", "H", "H", "H", "H", "H", "H", "H", "H", "H", "H", "H"], "positions_angstrom": [[0.650339, 6.167283, 0.157996], [0.312840, 4.811795, 0.283577], [-0.860627, 4.466568, -0.416671], [-1.116407, 2.975272, -0.237967], [-0.008356, 2.143206, -0.898197], [-0.142797, 0.706704, -0.765610], [-1.038556, 0.407942, -1.140935], [0.018212, 0.189632, 0.579571], [0.166983, -1.328067, 0.547126], [-1.004196, -2.038601, 0.034557], [-0.327467, -2.740040, -0.915747], [-0.640112, -3.622102, -1.663688], [0.970235, -1.965593, -0.618465], [2.064509, -2.764805, -0.290443], [3.281826, -2.175545, -0.111286], [4.340571, -3.045103, 0.155125], [5.614524, -2.558941, 0.358408], [5.841264, -1.191637, 0.295625], [4.801521, -0.318619, 0.032214], [3.521166, -0.807000, -0.168595], [2.723538, -0.111072, -0.371620], [4.986096, 0.743126, -0.014675], [7.437047, -0.574437, 0.551005], [6.430372, -3.233856, 0.562978], [4.138051, -4.103174, 0.194711], [1.192032, -1.244457, -1.411976], [-2.323042, -2.002517, 0.503278], [-2.536059, -1.866912, 1.872551], [-3.818762, -1.818014, 2.382703], [-4.901318, -1.905224, 1.524841], [-4.689570, -2.021731, 0.163011], [-3.410562, -2.059821, -0.377096], [-3.216614, -2.134534, -1.857581], [-4.165430, -2.011527, -2.373539], [-2.527203, -1.360711, -2.196730], [-2.782518, -3.092569, -2.140893], [-5.537282, -2.073357, -0.504962], [-5.907571, -1.874705, 1.914331], [-3.970488, -1.718741, 3.446889], [-1.687692, -1.813022, 2.538093], [0.494767, -1.704050, 1.521938], [-0.822838, 0.433436, 1.250005], [0.924615, 0.628823, 1.005211], [0.951880, 2.435293, -0.466957], [0.016790, 2.364132, -1.969508], [-1.149336, 2.761116, 0.830983], [-2.084868, 2.722882, -0.676025], [-0.745854, 4.707716, -1.486010], [-1.713419, 5.046962, -0.028750], [1.561233, 6.316931, 0.733746], [0.831420, 6.437313, -0.890255], [-0.142897, 6.814368, 0.553727]], "atomic_forces_ev_per_a": [[0.0, 0.1, 0.0], [0.0, -0.3, 0.0], [-0.3, -0.1, 0.0], [0.4, 0.2, -0.1], [-0.2, 0.2, 0.0], [-0.2, -0.2, -0.1], [0.1, 0.0, 0.0], [-0.1, -0.2, 0.0], [0.4, 0.5, 0.3], [-0.2, 0.4, 0.1], [0.5, -0.4, -0.3], [0.0, -0.2, -0.1], [0.0, 0.3, 0.0], [0.0, -0.3, 0.0], [0.2, 0.0, 0.0], [-0.2, 0.1, 0.0], [-0.1, 0.1, 0.0], [-0.2, 0.0, 0.0], [0.2, -0.1, 0.1], [-0.3, -0.2, 0.0], [-0.1, 0.1, 0.0], [0.0, 0.1, 0.0], [0.2, 0.1, 0.0], [0.1, 0.0, 0.0], [0.0, -0.1, 0.0], [0.0, -0.1, 0.1], [-0.5, -0.1, 0.1], [0.1, 0.0, -0.1], [0.0, 0.0, 0.0], [-0.1, 0.0, 0.0], [0.0, 0.0, 0.1], [0.1, 0.0, 0.0], [0.0, -0.1, -0.1], [0.0, 0.1, 0.0], [0.1, 0.0, -0.1], [0.0, 0.1, -0.1], [-0.1, 0.0, -0.1], [-0.1, 0.0, 0.0], [0.0, 0.0, 0.1], [0.1, 0.0, 0.1], [0.0, 0.0, -0.1], [0.2, 0.0, 0.0], [0.0, 0.0, 0.1], [0.0, 0.0, -0.1], [0.1, 0.1, 0.0], [-0.1, 0.0, 0.1], [0.0, 0.0, 0.0], [0.0, 0.0, 0.1], [0.1, 0.0, -0.1], [0.0, 0.1, 0.0], [0.0, 0.0, 0.0], [0.0, 0.0, 0.0]], "lowdin_charge": [-0.116, -0.197, -0.256, -0.159, -0.226, -0.060, 0.111, -0.171, -0.168, 0.072, -0.368, 0.117, -0.161, 0.029, -0.246, 0.004, -0.100, -0.686, -0.099, -0.004, 0.099, 0.107, 0.659, 0.106, 0.122, 0.155, -0.155, -0.017, -0.085, -0.086, -0.044, -0.192, -0.032, 0.080, 0.081, 0.076, 0.110, 0.102, 0.103, 0.112, 0.158, 0.117, 0.126, 0.117, 0.122, 0.111, 0.118, 0.125, 0.124, 0.088, 0.089, 0.088]}

---

| no. | electronic energy (a.u.) |
| --- | --- |
| 1 | -2630.3201 |
| 2 | -1830.5399 |
| 3 | -1610.6213 |